{"formula": "C26H21AsCl5N3O2SV", "method": "wB97M-V/def2-TZVPD", "symbols": ["V", "C", "C", "N", "C", "C", "C", "C", "C", "C", "C", "C", "C", "N", "C", "H", "H", "H", "H", "H", "H", "H", "H", "Cl", "C", "C", "Cl", "C", "Cl", "C", "O", "C", "O", "C", "Cl", "C", "As", "C", "C", "S", "H", "H", "H", "H", "H", "H", "H", "H", "H", "Cl", "C", "C", "C", "C", "N", "C", "H", "H", "H", "H"], "xyz": [[-0.087, 0.478, 0.102], [-0.075, 1.031, 4.524], [-0.490, 0.818, 3.204], [0.360, 0.696, 2.200], [1.686, 0.806, 2.467], [2.192, 1.018, 3.753], [1.263, 1.123, 4.801], [3.615, 1.137, 3.936], [4.460, 1.070, 2.884], [3.965, 0.880, 1.547], [4.785, 0.851, 0.405], [4.214, 0.703, -0.832], [2.822, 0.574, -0.933], [2.035, 0.584, 0.125], [2.589, 0.741, 1.348], [-0.817, 1.122, 5.303], [-1.540, 0.746, 2.947], [1.614, 1.287, 5.813], [3.994, 1.294, 4.938], [5.528, 1.172, 3.029], [5.858, 0.959, 0.514], [4.815, 0.693, -1.730], [2.324, 0.469, -1.891], [-0.837, 5.896, -3.930], [-0.674, 4.270, -3.360], [-0.713, 3.213, -4.252], [-0.928, 3.485, -5.947], [-0.572, 1.907, -3.764], [-0.591, 0.542, -4.847], [-0.399, 1.646, -2.412], [-0.240, 0.414, -1.924], [-0.368, 2.733, -1.486], [-0.211, 2.459, -0.210], [-0.499, 4.024, -1.992], [-0.444, 5.332, -0.855], [-2.895, -1.283, -2.411], [-3.554, -0.975, -0.627], [-5.457, -0.747, -0.805], [-3.375, -2.640, 0.342], [-2.713, 0.704, 0.318], [-2.588, -2.323, -2.524], [-2.039, -0.624, -2.562], [-3.688, -1.060, -3.125], [-5.901, -1.647, -1.230], [-5.637, 0.104, -1.460], [-5.879, -0.543, 0.177], [-3.430, -3.478, -0.352], [-4.181, -2.710, 1.072], [-2.422, -2.642, 0.855], [0.427, -4.383, -2.834], [0.439, -3.674, -1.257], [0.696, -4.445, -0.137], [0.680, -3.816, 1.097], [0.402, -2.462, 1.156], [0.155, -1.723, 0.070], [0.184, -2.317, -1.127], [0.904, -5.502, -0.235], [0.876, -4.370, 2.004], [0.361, -1.940, 2.105], [0.004, -1.678, -1.985]], "forces_ev_per_a": [[-0.417, 0.004, -0.166], [-0.091, -0.012, -0.022], [-0.053, -0.013, 0.119], [0.081, -0.007, 0.032], [0.060, 0.066, -0.083], [0.083, -0.011, -0.039], [0.085, 0.008, 0.067], [-0.021, -0.018, -0.105], [-0.098, -0.011, 0.008], [0.020, 0.011, 0.046], [0.017, 0.005, 0.082], [-0.052, -0.004, -0.038], [0.059, 0.001, -0.058], [0.109, -0.023, -0.029], [-0.050, 0.042, 0.076], [-0.007, 0.008, 0.006], [-0.003, -0.004, -0.002], [-0.001, 0.005, 0.005], [-0.001, 0.002, 0.012], [0.015, 0.001, -0.002], [0.008, 0.003, 0.004], [-0.002, -0.001, -0.004], [-0.019, -0.004, 0.009], [-0.004, -0.011, -0.006], [0.012, -0.003, 0.021], [0.003, -0.032, 0.013], [-0.001, 0.013, 0.017], [0.010, -0.101, -0.010], [0.002, 0.069, 0.039], [0.077, -0.288, 0.097], [0.089, 0.320, -0.157], [0.003, -0.100, 0.112], [0.066, 0.137, -0.218], [-0.017, 0.079, 0.085], [-0.004, -0.028, -0.041], [-0.001, -0.037, -0.014], [-0.017, 0.076, -0.055], [-0.009, 0.013, 0.003], [-0.103, 0.018, -0.039], [0.052, -0.172, 0.155], [-0.022, -0.010, 0.008], [-0.003, 0.008, -0.040], [0.060, 0.037, 0.026], [-0.011, 0.007, -0.006], [-0.010, -0.006, 0.015], [0.008, -0.009, -0.027], [-0.025, -0.008, 0.006], [0.041, 0.017, -0.001], [0.170, -0.026, 0.064], [0.002, 0.005, 0.015], [0.000, -0.008, 0.011], [-0.007, 0.039, -0.030], [-0.022, 0.002, -0.026], [-0.059, -0.015, 0.076], [-0.030, 0.011, 0.052], [-0.021, -0.036, -0.080], [-0.003, -0.014, -0.001], [0.001, 0.009, 0.013], [0.029, -0.008, -0.010], [0.020, 0.003, 0.012]], "e_above_lowest_kj_mol": 52.7, "charge": 0, "orbital_gap_ha": [0.196, 0.207], "e_tot_ev": -195845.982, "spin_multiplicity": 4}